a:
The following is a quantum chemistry calculation of 2 unconnected molecules or ions with the total composition CH5NO3, from the OMol25 dataset.

The geometry in ORCA input format:
```
! wB97M-V def2-TZVPD RIJCOSX def2/J DEFGRID3
* xyz 0 1
C -2.24055 0.69064 -0.07453
N -1.99395 -0.54937 0.03662
O -0.61027 -0.76335 -0.08510
H -1.45202 1.42127 -0.23871
H -3.28889 0.97691 -0.04390
H -0.55307 -1.72860 0.03655
O 3.17410 -0.30970 -0.20019
O 2.13278 0.64020 0.06849
H 3.45318 -0.47812 0.70435
H 1.37871 0.10013 -0.20357
*
```

Computed properties:
Frontier orbital gap = 11.383 eV
M = 79.1 g mol⁻¹
SMILES = C=NO.OO
E_HOMO = -10.5 eV
Lowest unoccupied orbital energy = 0.9 eV

Atomic partial charges in e from the Löwdin method, atoms 1 to 8: C -0.03; N -0.07; O -0.11; H 0.08; H 0.07; H 0.10; O -0.08; O -0.09

=====

b:
The following is a quantum chemistry calculation of 2 unconnected molecules or ions with the total composition CH5NO3, from the OMol25 dataset.

The geometry in ORCA input format:
```
! wB97M-V def2-TZVPD RIJCOSX def2/J DEFGRID3
* xyz 0 1
N -1.57206 0.75634 0.36041
C -1.35496 -0.59870 0.68530
O -0.32546 -1.17541 0.51933
O -2.43272 -1.16573 1.27757
H -1.12333 1.24039 1.12265
H -2.53965 1.05334 0.43532
H -2.17738 -2.05359 1.56296
O 3.87137 0.93409 -2.27005
H 3.80504 1.03222 -1.31256
H 3.84915 -0.02295 -2.38092
*
```

Computed properties:
Frontier orbital gap = 11.510 eV
M = 79.1 g mol⁻¹
SMILES = NC(=O)O.O
E_HOMO = -11.0 eV
Lowest unoccupied orbital energy = 0.5 eV

Atomic partial charges in e from the Löwdin method, atoms 1 to 8: N 0.13; C -0.64; O 0.11; O 0.09; H 0.09; H 0.09; H 0.12; O -0.06

=====

In terms of stability, b leads; the second structure lies 121.4 kcal/mol higher.

=====

a:
The following is a quantum chemistry calculation of 2 unconnected molecules or ions with the total composition ClH4NSi, from the OMol25 dataset.

The geometry in ORCA input format:
```
! wB97M-V def2-TZVPD RIJCOSX def2/J DEFGRID3
* xyz 0 1
N -0.69721 -0.15318 -0.04366
Si 0.64833 -0.94467 0.34734
H -1.52362 -0.56076 -0.18257
H 0.76534 -1.38469 1.65874
H 1.77648 -0.78763 -0.49341
Cl -0.34683 2.53953 -0.91845
H -0.62249 1.29140 -0.36799
*
```

Computed properties:
Frontier orbital gap = 8.201 eV
M = 81.6 g mol⁻¹
SMILES = N=[SiH2].Cl
E_HOMO = -9.7 eV
Lowest unoccupied orbital energy = -1.5 eV

The Löwdin scheme yields these atomic charges, measured in e: N -0.27; Si 0.75; H -0.08; H -0.11; H -0.09; Cl 0.09; H -0.30

=====

b:
The following is a quantum chemistry calculation of 2 unconnected molecules or ions with the total composition ClH4NSi, from the OMol25 dataset.

The geometry in ORCA input format:
```
! wB97M-V def2-TZVPD RIJCOSX def2/J DEFGRID3
* xyz 0 1
N -0.63740 0.57703 -0.13978
Si 2.13678 -2.08021 -0.28697
Cl 3.85801 -1.84946 0.96617
H -1.59465 0.50013 -0.13647
H -0.40799 1.39783 0.33467
H -0.23634 0.81472 -1.10179
H 2.62052 -3.39897 -0.80153
*
```

Computed properties:
Frontier orbital gap = 8.023 eV
M = 81.6 g mol⁻¹
E_HOMO = -8.9 eV
Lowest unoccupied orbital energy = -0.8 eV

The Löwdin scheme yields these atomic charges, measured in e: N 0.01; Si 0.31; Cl -0.06; H -0.04; H -0.03; H 0.05; H -0.25

=====

In terms of stability, b leads; the second structure lies 28.7 kcal/mol higher.

=====

a:
The following is a quantum chemistry calculation of 2 unconnected molecules or ions with the total composition C6H16NS, from the OMol25 dataset.

The geometry in ORCA input format:
```
! wB97M-V def2-TZVPD RIJCOSX def2/J DEFGRID3
* xyz 1 1
C 2.64938 -1.38512 -0.56446
C 0.51578 -1.43730 0.78802
C 2.11733 1.45067 0.03460
C -4.79891 0.74491 0.46079
C 1.20412 -0.90322 -0.48802
C 1.05144 0.57618 -0.45998
N -0.07967 1.08160 -0.85043
S -4.04125 -0.70023 -0.35995
H 3.21632 -1.10647 0.31876
H 2.66013 -2.46892 -0.63631
H 3.14722 -0.98800 -1.44530
H 1.02615 -1.08225 1.67911
H -0.52818 -1.13811 0.83367
H 0.55806 -2.52190 0.77956
H 2.94059 1.45214 -0.68441
H 2.53566 1.05870 0.96112
H 1.78276 2.47399 0.18393
H -3.98771 1.35497 0.84460
H -5.42500 0.40794 1.28145
H -5.38020 1.30780 -0.26184
H 0.65021 -1.29842 -1.34685
H -5.16568 -1.23434 -0.81137
H -0.82430 0.48466 -1.19761
H -0.26748 2.07640 -0.80434
*
```

Computed properties:
Frontier orbital gap = 7.679 eV
M = 134.3 g mol⁻¹
E_HOMO = -11.9 eV
Lowest unoccupied orbital energy = -4.2 eV

Atomic partial charges in e from the Löwdin method, atoms 1 to 8: C -0.05; C -0.02; C 0.03; C -0.47; C -0.35; C -0.24; N 0.27; S 0.58

=====

b:
The following is a quantum chemistry calculation of 2 unconnected molecules or ions with the total composition C6H16NS, from the OMol25 dataset.

The geometry in ORCA input format:
```
! wB97M-V def2-TZVPD RIJCOSX def2/J DEFGRID3
* xyz 1 1
C -0.39147 2.16722 -1.64342
C -0.14780 -1.05444 -1.60949
C -1.14785 -1.13673 1.60028
C 0.99918 -0.38421 2.18373
C -0.38461 1.25936 -0.33300
C 0.42646 -0.03013 -0.63747
N 0.17169 -1.03310 1.18190
S 2.18019 0.18028 -0.84743
H 0.59468 2.47937 -1.60865
H -1.07560 3.06525 -1.41822
H -0.83007 1.83276 -2.53485
H -0.35070 -0.44002 -2.50720
H -1.01235 -1.63449 -1.18467
H 0.52058 -1.74423 -2.02710
H -1.67990 -1.95598 1.09167
H -1.26024 -1.37840 2.71151
H -1.70131 -0.16281 1.35829
H 1.65834 0.20749 1.65077
H 0.36153 0.35761 2.79420
H 1.57209 -1.03958 2.75848
H -1.40313 0.99592 -0.23023
H 0.17792 1.71860 0.50979
H 0.54243 -1.83347 0.80564
H 2.17993 -0.43627 -2.06453
*
```

Computed properties:
Frontier orbital gap (spin up / spin down) = 9.886 / 9.887 eV
M = 134.3 g mol⁻¹
E_HOMO (spin up / spin down) = -13.9 / -13.9 eV
Lowest unoccupied orbital energy (spin up / spin down) = -4.1 / -4.1 eV

Atomic partial charges in e from the Löwdin method, atoms 1 to 8: C -0.05; C -0.08; C -0.11; C -0.05; C -0.22; C -0.58; N -0.15; S 0.91

=====

In terms of stability, a leads; the second structure lies 61.9 kcal/mol higher.

=====

a:
The following is a quantum chemistry calculation of a molecular structure, C29H41AsGe2N3S3SeW, from the OMol25 dataset.

The geometry in ORCA input format:
```
! wB97M-V def2-TZVPD RIJCOSX def2/J DEFGRID3
* xyz 4 2
W -0.03114 0.30990 -0.59739
C -1.06262 0.16648 3.59047
Ge -0.98843 1.12798 1.89629
C 0.44437 2.45574 2.18002
C -2.76831 1.82052 1.49307
Ge -0.23529 -1.67790 1.34399
C 1.32518 -2.13416 2.32474
C 1.17768 -2.45033 3.68466
C 2.27110 -2.89637 4.40671
C 3.50653 -3.03648 3.78282
C 3.65641 -2.73730 2.43214
C 2.57155 -2.28540 1.70124
C -1.93721 -2.41956 1.75984
C -3.12227 -1.75341 1.43100
C -4.34118 -2.28757 1.80995
C -4.38064 -3.49519 2.50587
C -3.20687 -4.16425 2.82368
C -1.97830 -3.62445 2.46574
H -1.34580 0.97539 4.27519
H -0.09537 -0.21033 3.91859
H -1.82908 -0.60379 3.65133
H -0.10159 3.36352 2.45404
H 1.09198 2.71345 1.35176
H 1.02869 2.13436 3.04329
H -2.81652 2.82321 1.92297
H -3.49886 1.19323 2.00474
H -3.00870 1.87248 0.43565
H 0.21649 -2.36563 4.17877
H 2.15852 -3.14893 5.45253
H 4.35492 -3.39645 4.35009
H 4.61470 -2.87431 1.94885
H 2.69700 -2.08561 0.64314
H -3.09221 -0.80810 0.89257
H -5.26359 -1.76804 1.58325
H -5.33332 -3.90848 2.80993
H -3.24518 -5.10089 3.36346
H -1.06768 -4.14726 2.73444
S 0.52488 2.62001 -1.36497
C -0.63574 3.80518 -1.93562
N -0.21043 4.78688 -2.68083
C -1.12329 5.93590 -2.84294
C -2.52093 5.38440 -2.57633
S -2.27064 3.94403 -1.46922
H 0.75779 4.84568 -2.97637
H -1.03251 6.34149 -3.84815
H -0.83491 6.70286 -2.12216
H -3.01432 5.02951 -3.47829
H -3.16104 6.10355 -2.07144
C 2.64958 0.05587 -3.01894
N 2.99080 0.39039 -1.64193
C 2.13660 0.57519 -0.63123
Se 0.29258 -1.97676 -1.05000
N 2.86264 0.88420 0.45986
C 4.22094 0.86178 0.16267
C 5.35366 1.09606 0.93950
C 6.56151 0.99908 0.28459
C 6.64496 0.68117 -1.08780
C 5.52339 0.45177 -1.85431
C 4.30149 0.55017 -1.19124
H 1.57785 0.17871 -3.16824
H 2.94460 -0.97005 -3.23830
H 3.17278 0.73068 -3.69408
H 2.48849 1.06961 1.37801
H 5.29529 1.34597 1.99015
H 7.47514 1.17600 0.83565
H 7.62034 0.61843 -1.55075
H 5.60054 0.20830 -2.90498
C -3.36332 -2.53076 -1.82419
As -2.81795 -1.13562 -3.00954
C -4.35130 -0.34123 -3.82662
C -1.62112 -1.80395 -4.34344
S -1.82304 0.64400 -2.07435
H -3.95165 -3.21567 -2.44052
H -3.98147 -2.13039 -1.02540
H -2.50225 -3.05907 -1.41877
H -4.84606 -1.11516 -4.41603
H -4.03566 0.47141 -4.47798
H -5.02724 0.02434 -3.05561
H -2.13997 -2.60018 -4.88074
H -0.72643 -2.21054 -3.87694
H -1.36953 -0.99932 -5.03162
*
```

Computed properties:
Frontier orbital gap (spin up / spin down) = 5.252 / 5.397 eV
M = 1010.8 g mol⁻¹
E_HOMO (spin up / spin down) = -18.6 / -18.6 eV
Lowest unoccupied orbital energy (spin up / spin down) = -13.3 / -13.2 eV

Atomic partial charges in e from the Löwdin method, atoms 1 to 8: W 0.54; C -0.22; Ge 0.74; C -0.21; C -0.22; Ge 0.71; C -0.36; C -0.11

=====

b:
The following is a quantum chemistry calculation of a molecular structure, C29H41AsGe2N3S3SeW, from the OMol25 dataset.

The geometry in ORCA input format:
```
! wB97M-V def2-TZVPD RIJCOSX def2/J DEFGRID3
* xyz 4 2
W -0.06863 0.53551 -0.37362
C 2.62965 -2.04111 1.96519
Ge 2.31058 -0.53570 0.77007
C 2.82432 -1.24066 -0.99725
C 3.22472 1.04480 1.44416
Ge -0.34947 -1.42085 1.65489
C -0.66754 -3.19953 1.06802
C -0.18004 -4.25809 1.85027
C -0.48669 -5.56320 1.50642
C -1.28068 -5.82143 0.39375
C -1.77701 -4.77686 -0.38003
C -1.46990 -3.46890 -0.04853
C -0.10302 -0.96100 3.48379
C 0.57709 0.19672 3.87252
C 0.78350 0.45877 5.21499
C 0.29699 -0.42631 6.17621
C -0.39366 -1.56814 5.79529
C -0.58826 -1.84793 4.44906
H 3.71730 -2.15575 1.87952
H 2.18038 -2.96909 1.61869
H 2.39217 -1.85138 3.00841
H 3.91280 -1.11306 -0.98040
H 2.46589 -0.75675 -1.89805
H 2.61614 -2.31161 -1.00846
H 4.18304 1.10385 0.92405
H 3.41415 0.88977 2.50608
H 2.68134 1.97391 1.30489
H 0.42031 -4.07060 2.73292
H -0.11955 -6.38142 2.11131
H -1.52501 -6.84362 0.13589
H -2.41378 -4.98795 -1.22879
H -1.88136 -2.66203 -0.64520
H 0.95822 0.89022 3.12640
H 1.32951 1.34049 5.52573
H 0.46276 -0.22419 7.22618
H -0.77286 -2.24867 6.54579
H -1.12060 -2.74834 4.16506
S 1.06234 1.53987 -2.36762
C 2.06298 2.98177 -2.34813
N 2.15992 3.68577 -3.44137
C 3.25143 4.68019 -3.48313
C 3.54180 5.01753 -2.02500
S 3.08114 3.51046 -1.08682
H 1.64108 3.43877 -4.27711
H 2.93593 5.55381 -4.04897
H 4.10682 4.22019 -3.98116
H 2.93504 5.84024 -1.65310
H 4.59324 5.23215 -1.85114
C -2.56943 0.79351 -2.92587
N -1.65761 -0.34207 -2.97706
C -0.63254 -0.58397 -2.15177
Se -2.10817 -0.05830 0.62305
N -0.04967 -1.72667 -2.56092
C -0.72377 -2.25387 -3.65552
C -0.51841 -3.40317 -4.41674
C -1.40079 -3.60030 -5.45523
C -2.44845 -2.69514 -5.72925
C -2.64948 -1.55987 -4.97563
C -1.75484 -1.35967 -3.92539
H -2.18790 1.53576 -2.22605
H -3.56097 0.46270 -2.61802
H -2.63185 1.24911 -3.91251
H 0.74820 -2.15908 -2.12228
H 0.28565 -4.09751 -4.21417
H -1.28967 -4.47257 -6.08488
H -3.11132 -2.90272 -6.55817
H -3.45728 -0.87488 -5.19325
C -1.76485 2.60694 3.34818
As -1.68681 3.50762 1.66517
C -1.17675 5.32943 1.93813
C -3.37028 3.43662 0.75733
S -0.09963 2.80314 0.24370
H -2.60653 3.05295 3.88362
H -0.84317 2.78167 3.89748
H -1.93562 1.54007 3.22216
H -1.92536 5.78314 2.59011
H -1.15915 5.84893 0.98203
H -0.20014 5.36957 2.41698
H -4.11637 3.87751 1.42130
H -3.65026 2.40841 0.53939
H -3.30129 4.02213 -0.15759
*
```

Computed properties:
Frontier orbital gap (spin up / spin down) = 5.253 / 5.476 eV
M = 1010.8 g mol⁻¹
E_HOMO (spin up / spin down) = -18.5 / -18.6 eV
Lowest unoccupied orbital energy (spin up / spin down) = -13.3 / -13.1 eV

Atomic partial charges in e from the Löwdin method, atoms 1 to 8: W 0.55; C -0.21; Ge 0.75; C -0.21; C -0.23; Ge 0.71; C -0.36; C -0.10

=====

In terms of stability, b leads; the second structure lies 2.2 kcal/mol higher.